# 1
Here is one molecule with the formula C6H8O4 at a distorted geometry from the OMol25 dataset. Energies are from ωB97M-V/def2-TZVPD.

## Properties
E_HOMO   -0.34085 Eh
SMILES   O=C1C=C([C@H](O)CO)OC1
Relative energy (zero: lowest compared OMol25 entry of this formula, charge and spin)   60.8 kcal per mole
E_LUMO   0.00 eV
Orbital gap   9.278 eV
E_tot   -534.31130 hartree

The geometry in XYZ format:
```
18
Properties=species:S:1:pos:R:3:forces:R:3
O -0.4291 -3.6220 0.8966 3.275 1.226 -2.425
O -1.7108 0.8375 0.4972 -0.472 -0.435 2.648
O -1.0883 2.2325 -2.6325 0.129 -2.619 2.798
O 1.2655 -1.0613 0.9800 -0.445 -0.438 -0.298
C -0.6450 -2.3825 0.2124 -0.834 -0.088 0.231
C -1.1117 1.4667 -1.6068 -1.749 4.872 -4.066
C -2.1172 1.7302 -0.4974 0.960 -1.587 -2.150
C -0.1737 -1.0563 0.8729 0.287 -1.068 3.102
C -0.6692 0.1150 0.0971 0.550 -0.265 -4.404
C -0.3367 0.3811 -1.2489 -0.002 -1.216 3.341
H -1.7037 -2.3424 0.0692 -0.883 0.537 -0.318
H -3.1255 1.6313 -0.8519 -0.692 -1.334 -0.149
H -1.0412 -3.7608 1.5550 -2.235 -0.188 2.254
H -0.2061 -2.4434 -0.7810 0.318 -0.181 0.090
H -0.6119 -0.9697 1.9594 0.585 -0.242 -1.840
H 0.3311 -0.1122 -1.8944 0.936 -0.419 -0.248
H 1.5825 -1.9931 1.0678 -0.632 0.989 -0.053
H -2.1870 2.7282 -0.2679 0.907 2.457 1.484
```
Positions in Å, forces in eV/Å.

# 2
Here is one molecule with the formula C6H8O4 at a distorted geometry from the OMol25 dataset. Energies are from ωB97M-V/def2-TZVPD.

## Properties
E_HOMO   -0.38728 Eh
SMILES   C[C@@H]1OC(=O)[C@H](C)OC1=O
Relative energy (zero: lowest compared OMol25 entry of this formula, charge and spin)   27.9 kcal per mole
E_LUMO   0.60 eV
Orbital gap   11.136 eV
E_tot   -534.36373 hartree

The geometry in XYZ format:
```
18
Properties=species:S:1:pos:R:3:forces:R:3
O 0.7610 1.2720 0.4823 -1.463 1.572 -1.140
O -1.2779 2.1236 -0.2056 -1.752 2.921 0.855
O 1.0546 -2.2712 0.4005 0.119 0.995 -0.498
O 0.5984 -0.6934 -1.1759 -0.354 -0.474 0.284
C -0.4986 0.2683 -1.3571 -0.006 -2.380 -0.911
C 0.2003 -0.1773 2.2728 -0.717 -1.241 2.069
C -1.8635 -0.5284 -1.5107 -0.587 0.788 0.532
C 0.8862 -1.1168 0.1093 -0.901 -0.350 -1.022
C -0.4252 1.3545 -0.3099 2.709 -3.383 -0.013
C 1.0034 0.0280 1.0757 0.259 -0.463 -0.429
H 0.4814 0.3683 3.1613 0.067 1.307 -0.275
H -0.3540 0.6475 -2.3715 0.468 0.518 0.356
H 0.4789 -1.1523 2.7088 -0.870 -0.314 -0.783
H -1.8663 -1.3030 -2.3119 0.584 0.822 0.405
H -2.0743 -1.0875 -0.5798 -0.092 0.439 -0.299
H 2.0085 -0.0583 1.4052 1.392 0.597 -0.100
H -0.8526 -0.0262 2.0433 -0.192 -0.395 0.414
H -2.7247 0.1936 -1.7472 1.335 -0.960 0.553
```
Positions in Å, forces in eV/Å.

# 3
Here is C6H8O7P2Ru as an isolated structure at a distorted geometry from the OMol25 dataset. Energies are from ωB97M-V/def2-TZVPD.

## Properties
E_HOMO (alpha / beta)   -0.49937 / -0.50954 Eh
Charge   +1
Spin multiplicity   2
Relative energy (zero: lowest compared OMol25 entry of this formula, charge and spin)   33.8 kcal per mole
E_LUMO (alpha / beta)   -5.43 / -5.38 eV
Orbital gap (alpha / beta)   8.157 / 8.483 eV
E_tot   -1537.65981 hartree

The geometry in XYZ format:
```
24
Properties=species:S:1:pos:R:3:forces:R:3
Ru -0.0224 0.1682 0.2776 -0.761 -3.506 -0.593
P 1.6794 1.3025 -1.7003 -0.451 -0.536 0.498
P -1.0347 1.8948 -1.1658 0.606 0.627 0.208
O -0.7116 2.0721 0.3307 -0.087 0.543 0.126
O 2.6792 1.5239 -2.7137 0.075 -0.025 -0.171
O 1.1417 -0.1114 -1.2946 0.776 0.941 -0.760
O -2.0588 2.9335 -1.6688 -0.332 -0.285 -0.181
O 0.2699 2.1103 -2.0420 -0.048 0.255 0.051
O 1.9894 1.7833 -0.1981 0.484 0.429 -0.106
O -1.3771 0.4023 -1.1851 -0.449 0.065 -0.623
C -1.2586 -2.0418 0.3173 -0.455 0.071 0.093
C 1.0887 -1.9803 0.8713 0.607 0.554 0.278
C -0.5011 -0.9231 2.3348 0.048 0.306 0.620
C 0.0523 -2.3307 -0.0040 0.266 -0.101 -0.215
C -1.5381 -1.3210 1.4811 -0.409 0.581 0.291
C 0.8268 -1.2662 2.0380 0.006 -0.031 0.544
H -2.3437 2.9082 -2.5989 0.152 0.085 0.211
H -2.0583 -2.3083 -0.3598 0.007 0.032 -0.014
H -2.5555 -1.0497 1.7260 -0.034 -0.049 -0.027
H 0.2878 -2.8313 -0.9331 0.021 0.104 -0.035
H 1.6189 -0.9730 2.7118 0.081 -0.090 -0.024
H 2.1158 -2.2200 0.6315 -0.035 0.024 -0.178
H 2.4354 2.6360 -0.0969 -0.038 -0.002 -0.016
H -0.7253 -0.3781 3.2409 -0.029 0.007 0.024
```
Positions in Å, forces in eV/Å.

# 4
Here is one molecule with the formula C6H8OS at a distorted geometry from the OMol25 dataset. Energies are from ωB97M-V/def2-TZVPD.

## Properties
E_HOMO   -0.32870 Eh
SMILES   C=C[C@H](S)/C=C\C=O
Relative energy (zero: lowest compared OMol25 entry of this formula, charge and spin)   47.9 kcal per mole
E_LUMO   -0.12 eV
Orbital gap   8.826 eV
E_tot   -706.76981 hartree

The geometry in XYZ format:
```
16
Properties=species:S:1:pos:R:3:forces:R:3
S 1.9541 -1.0964 0.5278 0.733 -0.189 -0.002
O -0.5059 0.6362 1.9365 -0.202 0.908 -0.639
C -0.8684 -2.1844 -0.0848 -1.613 -0.823 -0.300
C 0.8401 -0.4429 -0.7327 -1.151 -0.111 -0.249
C 0.8628 1.0594 -0.7409 0.826 0.250 -0.434
C -0.7825 1.5260 1.1480 0.907 -1.178 -0.689
C 0.0563 1.8777 -0.0694 -1.323 0.718 0.919
C -0.6123 -1.0030 -0.5949 2.839 -0.070 0.418
H -1.3431 -0.3267 -0.9191 -1.192 0.581 -0.666
H -0.1141 2.9260 -0.3957 0.746 -0.603 0.399
H 1.3783 -0.4705 1.5694 -0.105 -0.028 -0.187
H -1.9217 -2.5309 -0.1611 0.836 0.119 0.414
H -0.1317 -2.8627 0.3416 -0.091 0.280 -0.196
H 1.2201 -0.7621 -1.7409 -0.092 0.099 1.022
H -1.6751 2.1322 1.2958 -0.287 0.366 0.150
H 1.6430 1.5220 -1.3795 -0.832 -0.317 0.037
```
Positions in Å, forces in eV/Å.

# 5
Here is one molecule with the formula C6H8OS at a distorted geometry from the OMol25 dataset. Energies are from ωB97M-V/def2-TZVPD.

## Properties
E_HOMO   -0.31831 Eh
SMILES   OC[C@H]1CC=CC1=S
Relative energy (zero: lowest compared OMol25 entry of this formula, charge and spin)   17.8 kcal per mole
E_LUMO   -0.46 eV
Orbital gap   8.203 eV
E_tot   -706.81786 hartree

The geometry in XYZ format:
```
16
Properties=species:S:1:pos:R:3:forces:R:3
S -2.7299 -0.3160 0.0242 0.743 -0.070 -0.143
O -0.1591 1.9604 1.0678 -1.071 -0.185 0.278
C -0.2439 1.7294 -0.3307 2.111 0.008 0.439
C -0.4537 -1.8343 0.4467 -1.711 -0.628 0.072
C -0.0649 0.2469 -0.6482 0.590 0.895 -0.507
C 1.2595 -0.3570 -0.1935 1.456 -0.263 0.163
C -1.1204 -0.6340 -0.0864 -1.029 -0.721 0.802
C 0.8577 -1.6928 0.3796 0.846 0.484 -0.322
H 0.6075 2.3277 -0.7565 -0.810 -0.645 0.129
H -1.1560 2.0617 -0.7498 -1.068 0.520 -0.370
H 1.5820 -2.4231 0.6928 0.147 -0.162 0.145
H 1.7569 0.2444 0.6119 -0.511 -0.302 -0.593
H -0.1253 0.1829 -1.7325 -0.092 -0.204 -0.308
H -1.0295 -2.7059 0.8353 0.606 0.904 -0.333
H 2.0397 -0.4703 -1.0049 -0.921 0.141 0.717
H -1.0207 1.6802 1.4441 0.713 0.228 -0.170
```
Positions in Å, forces in eV/Å.

# 6
Here is a 2-piece molecular cluster, C6H8S overall at a distorted geometry from the OMol25 dataset. Energies are from ωB97M-V/def2-TZVPD.

## Properties
E_HOMO   -0.29710 Eh
SMILES   CC=C=S.C#CC
Relative energy (zero: lowest compared OMol25 entry of this formula, charge and spin)   87.0 kcal per mole
E_LUMO   0.09 eV
Orbital gap   8.179 eV
E_tot   -631.45249 hartree

The geometry in XYZ format:
```
15
Properties=species:S:1:pos:R:3:forces:R:3
S 2.4553 -0.0975 0.0957 0.530 0.102 0.115
C 0.5196 2.6143 -0.9698 1.717 -1.040 3.681
C 1.0868 -0.8116 0.2442 -0.688 -0.855 -0.653
C -0.4290 -2.8564 0.2119 -1.102 1.571 -0.123
C -1.4040 1.4235 0.4754 0.570 0.354 0.930
C -0.0860 -1.3942 0.2833 0.758 0.218 0.752
C -0.5022 1.9066 -0.1579 -0.157 1.000 -0.968
H -1.4652 -3.0263 -0.1343 0.733 0.103 -0.675
H -0.5432 -3.0928 1.2425 0.589 -1.060 0.935
H 0.2287 3.0794 -1.8426 -0.904 0.763 -1.783
H 1.0476 3.3489 -0.2947 -0.928 -0.257 -0.605
H -1.8927 1.1052 1.3768 -0.344 -0.072 -0.586
H 1.3530 1.9220 -1.1001 -0.255 -0.125 -0.736
H 0.3589 -3.3164 -0.3281 0.251 -1.211 -0.288
H -0.7276 -0.8046 0.8977 -0.770 0.508 0.004
```
Positions in Å, forces in eV/Å.